Record 1
The following is a DFT calculation (ωB97M-V/def2-TZVPD) of 5 unconnected molecules or ions with the total composition C15H40O5 at a distorted geometry.

Output
charge	0
SMILES	CC(C)O.CC(C)O.CC(C)O.CC(C)O.CC(C)O
gap between HOMO and LUMO	10.3	eV
energy above the lowest of the compared OMol25 structures with the same formula, charge and spin	12.62	kcal per mole

Last column: natural (NBO) charge in e.
Geometry (Å):
C 0.300 0.421 -1.642  -0.63
C 0.982 0.647 -0.297  0.09
C 2.364 0.064 -0.258  -0.62
O 1.083 2.023 0.038  -0.74
H -0.562 1.079 -1.747  0.20
H -0.058 -0.605 -1.766  0.21
H 1.003 0.581 -2.464  0.21
H 0.396 0.133 0.483  0.15
H 3.044 0.506 -0.985  0.21
H 2.332 -1.014 -0.461  0.20
H 2.773 0.101 0.753  0.21
H 0.206 2.312 0.322  0.49
C -3.191 0.677 -0.015  -0.63
C -2.963 1.958 0.771  0.10
C -2.807 1.714 2.257  -0.62
O -1.761 2.618 0.343  -0.75
H -4.150 0.235 0.255  0.22
H -2.413 -0.048 0.239  0.21
H -3.150 0.866 -1.088  0.21
H -3.797 2.651 0.608  0.16
H -1.867 1.193 2.441  0.21
H -3.674 1.185 2.651  0.22
H -2.784 2.670 2.784  0.22
H -1.881 2.952 -0.551  0.48
C 1.082 0.893 4.743  -0.63
C 2.198 0.426 3.830  0.08
C 3.496 1.125 4.124  -0.63
O 2.351 -0.998 3.900  -0.74
H 1.277 0.594 5.776  0.20
H 0.132 0.440 4.447  0.22
H 0.956 1.973 4.674  0.22
H 1.936 0.636 2.789  0.19
H 3.833 0.867 5.139  0.20
H 3.400 2.211 4.153  0.22
H 4.290 0.860 3.428  0.22
H 2.318 -1.258 4.827  0.47
C 1.405 -4.429 1.590  -0.63
C 0.537 -3.179 1.603  0.09
C -0.802 -3.471 0.949  -0.62
O 0.242 -2.774 2.931  -0.76
H 1.662 -4.696 0.560  0.20
H 0.951 -5.301 2.061  0.21
H 2.357 -4.251 2.099  0.21
H 1.059 -2.404 1.029  0.16
H -1.495 -2.638 1.055  0.21
H -1.237 -4.325 1.477  0.21
H -0.707 -3.757 -0.100  0.20
H 0.869 -2.099 3.225  0.50
C -2.151 0.599 -6.550  -0.63
C -0.877 1.378 -6.333  0.09
C -0.205 0.960 -5.036  -0.64
O 0.005 1.260 -7.438  -0.71
H -2.658 0.928 -7.462  0.22
H -2.855 0.748 -5.731  0.21
H -1.938 -0.463 -6.696  0.20
H -1.128 2.437 -6.235  0.17
H -0.136 -0.138 -4.981  0.20
H -0.795 1.211 -4.155  0.21
H 0.814 1.337 -4.949  0.22
H 0.391 0.379 -7.418  0.46

Record 2
The following is a DFT calculation (ωB97M-V/def2-TZVPD) of 5 unconnected molecules or ions with the total composition C15H40O5.

Output
charge	0
SMILES	CC(C)O.CC(C)O.CC(C)O.CC(C)O.CC(C)O
gap between HOMO and LUMO	10.6	eV
energy above the lowest of the compared OMol25 structures with the same formula, charge and spin	0.00	kcal per mole

Last column: natural (NBO) charge in e.
Geometry (Å):
C 21.977 -10.930 -10.598  -0.63
C 21.584 -12.197 -11.329  0.09
C 22.341 -13.433 -10.889  -0.63
O 20.182 -12.437 -11.193  -0.77
H 21.780 -10.995 -9.528  0.21
H 21.409 -10.088 -11.008  0.21
H 23.024 -10.665 -10.769  0.21
H 21.792 -12.040 -12.401  0.16
H 22.013 -14.296 -11.470  0.22
H 22.133 -13.661 -9.839  0.21
H 23.412 -13.290 -11.022  0.21
H 19.730 -11.730 -11.687  0.51
C 18.413 -8.707 -14.142  -0.64
C 19.018 -9.369 -12.919  0.10
C 18.153 -9.186 -11.687  -0.62
O 19.207 -10.771 -13.137  -0.77
H 17.475 -9.192 -14.413  0.21
H 19.088 -8.809 -15.000  0.21
H 18.293 -7.637 -13.975  0.22
H 20.004 -8.915 -12.734  0.15
H 18.464 -9.862 -10.890  0.22
H 17.126 -9.475 -11.934  0.21
H 18.151 -8.142 -11.383  0.21
H 19.466 -10.913 -14.060  0.51
C 18.741 -14.164 -7.841  -0.64
C 19.231 -13.180 -6.775  0.10
C 18.974 -11.750 -7.184  -0.62
O 18.556 -13.422 -5.535  -0.73
H 19.135 -13.898 -8.826  0.22
H 17.653 -14.119 -7.913  0.21
H 19.043 -15.180 -7.580  0.20
H 20.303 -13.373 -6.643  0.15
H 19.704 -11.452 -7.939  0.21
H 19.027 -11.068 -6.336  0.22
H 17.988 -11.648 -7.642  0.21
H 18.824 -14.291 -5.223  0.46
C 19.473 -16.313 -11.428  -0.63
C 18.847 -15.536 -12.577  0.10
C 17.626 -14.767 -12.094  -0.64
O 19.802 -14.645 -13.144  -0.76
H 19.930 -15.589 -10.748  0.21
H 20.231 -17.010 -11.781  0.21
H 18.715 -16.856 -10.860  0.21
H 18.511 -16.200 -13.377  0.17
H 17.875 -14.080 -11.279  0.21
H 16.818 -15.426 -11.764  0.20
H 17.203 -14.148 -12.891  0.21
H 20.046 -14.020 -12.444  0.49
C 22.781 -12.288 -16.543  -0.63
C 22.231 -11.439 -15.410  0.10
C 22.334 -9.959 -15.714  -0.62
O 20.818 -11.692 -15.250  -0.76
H 22.760 -13.354 -16.316  0.21
H 23.817 -11.987 -16.720  0.21
H 22.203 -12.127 -17.453  0.21
H 22.745 -11.690 -14.478  0.16
H 23.373 -9.655 -15.833  0.21
H 21.863 -9.392 -14.908  0.21
H 21.794 -9.722 -16.631  0.21
H 20.671 -12.642 -15.160  0.49

Record 3
The following is a DFT calculation (ωB97M-V/def2-TZVPD) of a molecular structure, C15H41F2N2O14P3V at a distorted geometry.

Output
charge	0
multiplicity	4
gap between HOMO and LUMO (alpha / beta)	4.8 / 8.9	eV

Last column: Löwdin spin population.
Geometry (Å):
V 0.734 -29.470 -7.807  2.74
F 2.787 -29.344 -8.241  0.04
F -1.190 -29.453 -7.052  0.04
C 0.045 -33.787 -6.704  0.00
C 0.981 -32.814 -7.392  0.01
O 0.791 -31.640 -7.430  0.02
N 2.024 -33.390 -7.955  0.00
C 3.048 -32.632 -8.694  0.00
H 0.555 -34.147 -5.810  0.00
H -0.207 -34.680 -7.276  0.00
H -0.831 -33.234 -6.366  0.00
H 2.139 -34.394 -7.964  0.00
H 3.885 -32.338 -8.061  0.00
H 2.720 -31.791 -9.304  0.00
H 3.433 -33.284 -9.478  0.00
C 1.626 -26.982 -10.931  0.00
C 0.280 -27.034 -10.262  0.01
O 0.165 -27.874 -9.310  0.01
N -0.730 -26.288 -10.722  0.00
C -0.601 -25.152 -11.647  0.00
H 1.675 -26.620 -11.958  0.00
H 2.134 -27.928 -10.745  0.00
H 2.112 -26.178 -10.377  0.00
H -1.621 -26.427 -10.266  0.00
H 0.027 -24.378 -11.206  0.00
H -1.511 -24.599 -11.882  0.00
H -0.134 -25.341 -12.613  0.00
C 3.194 -25.386 -7.580  0.00
O 2.887 -25.889 -6.349  0.00
P 1.375 -26.399 -6.024  0.01
O 1.016 -27.607 -6.823  0.02
O 1.477 -26.526 -4.363  0.00
C 1.844 -25.501 -3.461  0.00
O 0.466 -25.045 -6.315  0.00
C -0.876 -25.111 -6.869  0.00
H 3.894 -24.569 -7.408  0.00
H 2.335 -24.912 -8.057  0.00
H 3.669 -26.044 -8.308  0.00
H 2.112 -24.622 -4.047  0.00
H 2.676 -25.696 -2.783  0.00
H 0.951 -25.313 -2.866  0.00
H -1.530 -24.598 -6.164  0.00
H -1.245 -26.127 -7.011  0.00
H -1.028 -24.546 -7.788  0.00
C -2.025 -32.698 -9.624  0.00
O -1.013 -32.490 -10.626  0.00
P -0.380 -30.974 -10.868  0.01
O 0.320 -30.363 -9.712  0.02
O 0.513 -31.194 -12.175  0.00
C 1.737 -31.908 -12.073  0.00
O -1.594 -30.099 -11.404  0.00
C -2.477 -29.339 -10.551  0.00
H -2.135 -31.968 -8.822  0.00
H -1.765 -33.628 -9.119  0.00
H -2.976 -32.852 -10.133  0.00
H 1.762 -32.609 -12.907  0.00
H 1.924 -32.542 -11.206  0.00
H 2.508 -31.137 -12.115  0.00
H -2.734 -28.416 -11.071  0.00
H -2.072 -29.111 -9.565  0.00
H -3.495 -29.729 -10.514  0.00
C 4.334 -32.041 -3.845  0.00
O 3.478 -31.505 -4.896  0.00
P 2.451 -30.298 -4.585  0.01
O 1.583 -29.923 -5.778  0.02
O 1.622 -30.851 -3.268  0.00
C 0.785 -31.980 -3.428  0.00
O 3.331 -29.143 -3.911  0.00
C 4.052 -28.233 -4.718  0.00
H 5.312 -31.573 -3.731  0.00
H 4.451 -33.110 -4.021  0.00
H 3.837 -31.931 -2.881  0.00
H 1.292 -32.811 -2.936  0.00
H 0.407 -32.248 -4.414  0.00
H -0.152 -31.829 -2.892  0.00
H 4.043 -27.286 -4.180  0.00
H 3.842 -28.207 -5.788  0.00
H 5.103 -28.512 -4.648  0.00

Computed energy, in the same sequence as the records: -26441.1860 -26441.7332 -106861.9300 eV.